Entry 1:
C21H27N3O3S in the gas phase at a distorted geometry, computed with the ωB97M-V functional and the def2-TZVPD basis.

SMILES string   C/C(C[C@H]1C[C@H](COCC(C)C)OC1=O)=N\Nc1nc(-c2ccccc2)cs1
Charge   0
Orbital gap   8.196 eV
Calculated total energy   -43663.039 eV
Energy above the lowest of the compared OMol25 structures with the same formula, charge and spin   59.2 kcal per mole

The geometry in XYZ format:
```
55
C21H27N3O3S (the ωB97M-V functional and the def2-TZVPD basis)
C -0.917 4.749 -0.962
C -1.146 3.327 -0.526
C -2.560 2.943 -0.198
C -2.676 1.678 0.651
C -2.341 0.355 -0.032
C -1.739 -0.474 1.113
C -2.754 -1.359 1.873
O -2.770 -2.693 1.451
C -3.351 -2.920 0.183
C -3.543 -4.428 -0.006
C -4.560 -4.962 0.999
C -3.976 -4.730 -1.437
O -1.192 0.481 2.019
C -1.691 1.701 1.821
O -1.410 2.648 2.497
N -0.239 2.450 -0.383
N 1.056 2.724 -0.601
C 1.993 1.762 -0.433
N 3.257 1.968 -0.537
C 3.978 0.818 -0.346
C 5.432 0.875 -0.423
C 6.228 -0.255 -0.235
C 7.604 -0.161 -0.317
C 8.209 1.056 -0.586
C 7.426 2.184 -0.774
C 6.051 2.095 -0.694
C 3.211 -0.284 -0.099
S 1.528 0.102 -0.096
H -1.860 5.225 -1.215
H -0.261 4.790 -1.831
H -0.453 5.314 -0.152
H -3.002 3.773 0.359
H -3.132 2.822 -1.124
H -3.683 1.642 1.083
H -3.212 -0.125 -0.472
H -1.589 0.522 -0.801
H -0.913 -1.113 0.786
H -2.446 -1.394 2.922
H -3.762 -0.920 1.812
H -4.325 -2.410 0.120
H -2.701 -2.527 -0.612
H -2.576 -4.902 0.189
H -4.634 -6.044 0.926
H -4.253 -4.699 2.007
H -5.542 -4.534 0.808
H -3.233 -4.379 -2.150
H -4.102 -5.801 -1.572
H -4.923 -4.242 -1.658
H 1.393 3.669 -0.766
H 5.771 -1.209 -0.024
H 8.210 -1.043 -0.168
H 9.285 1.124 -0.649
H 7.893 3.135 -0.984
H 5.430 2.966 -0.837
H 3.515 -1.293 0.085
```



Entry 2:
C21H27N3O6S2 in the gas phase at a distorted geometry, computed with the ωB97M-V functional and the def2-TZVPD basis.

SMILES string   Cc1cc(C)c(C)c(S(=O)(=O)NNC(=O)c2cccc(S(=O)(=O)N3CCOCC3)c2)c1C
Charge   0
Orbital gap   9.011 eV
Calculated total energy   -60639.779 eV
Energy above the lowest of the compared OMol25 structures with the same formula, charge and spin   24.0 kcal per mole

The geometry in XYZ format:
```
59
C21H27N3O6S2 (the ωB97M-V functional and the def2-TZVPD basis)
C 1.458 2.448 -2.915
C 1.595 2.023 -1.484
C 0.969 2.754 -0.490
C 1.136 2.462 0.853
C 0.501 3.329 1.891
C 1.914 1.357 1.215
C 2.142 1.099 2.673
C 2.472 0.570 0.207
S 3.378 -0.900 0.747
O 4.520 -0.496 1.510
O 3.600 -1.858 -0.301
N 2.325 -1.743 1.836
N 1.944 -3.009 1.419
C 1.326 -3.299 0.232
O 1.319 -4.421 -0.217
C 0.565 -2.174 -0.392
C 0.604 -2.006 -1.773
C -0.100 -0.976 -2.374
C -0.843 -0.095 -1.603
C -0.909 -0.295 -0.238
S -1.881 0.778 0.817
O -2.004 2.056 0.185
O -1.313 0.690 2.133
N -3.410 0.153 0.922
C -3.626 -1.055 1.685
C -3.670 -2.285 0.771
O -4.615 -2.110 -0.262
C -4.311 -0.986 -1.057
C -4.293 0.294 -0.213
C -0.228 -1.327 0.372
C 2.376 0.910 -1.141
C 3.123 0.210 -2.233
H 2.432 2.695 -3.336
H 1.026 1.654 -3.521
H 0.818 3.324 -2.987
H 0.352 3.597 -0.765
H -0.127 2.727 2.544
H 1.256 3.827 2.499
H -0.123 4.082 1.418
H 2.447 2.028 3.152
H 1.210 0.788 3.149
H 2.922 0.365 2.842
H 1.547 -1.182 2.152
H 2.577 -3.738 1.738
H 1.199 -2.690 -2.357
H -0.070 -0.858 -3.447
H -1.371 0.740 -2.036
H -2.826 -1.125 2.420
H -4.585 -0.958 2.206
H -3.993 -3.166 1.327
H -2.676 -2.474 0.337
H -5.092 -0.935 -1.817
H -3.334 -1.130 -1.546
H -3.949 1.152 -0.788
H -5.302 0.492 0.165
H -0.350 -1.461 1.436
H 2.465 -0.011 -3.070
H 3.912 0.869 -2.598
H 3.576 -0.710 -1.890
```



Entry 3:
A molecular structure, C21H28BNO4 at a distorted geometry, computed with the ωB97M-V functional and the def2-TZVPD basis.

Charge   0
Orbital gap   3.748 eV
Calculated total energy   -32580.793 eV
Energy above the lowest of the compared OMol25 structures with the same formula, charge and spin   80.3 kcal per mole

The geometry in XYZ format:
```
55
C21H28BNO4 (the ωB97M-V functional and the def2-TZVPD basis)
C 5.436 -1.424 0.165
C 4.493 -0.498 -0.466
C 4.820 0.700 -1.085
C 3.611 1.337 -1.364
C 2.512 0.593 -0.733
B 1.320 1.392 0.724
O 1.907 0.584 1.779
C 1.378 1.035 3.000
C 0.173 2.034 2.776
C -0.636 2.402 4.029
C -0.820 1.327 1.803
O -0.100 1.190 0.598
C 0.829 3.251 2.027
O 1.630 2.825 0.875
O 3.117 -0.594 -0.351
H 6.393 -0.892 0.322
H 5.063 -1.791 1.143
H 5.677 -2.257 -0.521
H 5.854 0.993 -1.312
H 3.622 2.200 -2.044
H 1.030 0.130 3.526
H 2.182 1.538 3.581
H -1.251 3.278 3.694
H -1.210 1.442 4.188
H 0.009 2.764 4.870
H -1.234 0.364 2.202
H -1.726 1.968 1.645
H 0.029 3.943 1.673
H 1.529 3.769 2.705
C -2.087 -4.357 0.055
N -1.596 -3.703 -1.148
C -2.740 -3.586 -2.022
C -0.444 -3.048 -1.306
C -0.319 -1.780 -1.976
C -0.467 -0.594 -1.228
C -1.537 0.388 -1.507
C -2.675 0.676 -0.644
C -3.705 1.597 -1.017
C -3.805 2.043 -2.351
C -2.846 1.556 -3.267
C -1.788 0.718 -2.866
H -2.485 -5.319 -0.277
H -1.378 -4.520 0.864
H -2.974 -3.821 0.448
H -3.264 -4.541 -1.850
H -3.396 -2.779 -1.687
H -2.459 -3.474 -3.062
H 0.416 -3.520 -0.828
H -0.066 -1.769 -3.041
H -0.106 -0.734 -0.204
H -2.788 0.078 0.306
H -4.444 1.945 -0.255
H -4.524 2.848 -2.620
H -2.982 1.834 -4.308
H -1.181 0.257 -3.655
```



Entry 4:
3 unconnected molecules or ions with the total composition C21H28BrClF6N2O6S2 at a distorted geometry, computed with the ωB97M-V functional and the def2-TZVPD basis.

Charge   0
Orbital gap   8.458 eV
Calculated total energy   -158031.420 eV

The geometry in XYZ format:
```
67
C21H28BrClF6N2O6S2 (the ωB97M-V functional and the def2-TZVPD basis)
N -2.638 0.402 -1.225
C -2.152 1.055 0.037
C -3.531 1.503 0.701
O -3.932 2.660 0.677
O -4.206 0.568 1.307
N -1.419 0.043 0.834
C -0.923 0.418 2.176
F 0.456 0.444 2.294
F -1.349 1.574 2.712
C -1.367 -0.727 3.216
F -2.669 -0.640 3.540
F -0.672 -0.441 4.373
F -0.974 -1.970 2.821
C -0.355 -0.636 -0.012
C 0.620 0.338 -0.755
C 1.119 -0.247 -2.152
C -0.025 -0.496 -3.172
O -0.649 0.316 -3.759
Cl -0.420 -2.253 -3.541
C 0.170 1.836 -0.985
C 1.285 2.845 -0.467
O 1.617 2.652 0.916
C 2.989 2.656 1.150
C 3.716 3.899 1.359
C 5.161 3.908 1.619
C 5.871 2.628 1.694
C 5.147 1.385 1.489
C 3.713 1.389 1.202
C -1.266 2.265 -0.473
F -1.145 3.289 0.486
Br -2.166 3.190 -2.001
H -3.564 0.786 -1.453
H -2.859 -0.588 -1.031
H -2.115 -0.722 0.981
H -0.818 -1.330 -0.770
H 0.270 -1.338 0.607
H 1.562 0.380 -0.139
H 1.784 -1.141 -2.002
H 1.792 0.553 -2.574
H 0.169 2.007 -2.097
H 0.980 3.889 -0.721
H 2.206 2.591 -1.069
H 3.202 4.886 1.304
H 5.692 4.879 1.750
H 6.965 2.584 1.888
H 5.666 0.399 1.551
H 3.239 0.393 1.037
C -7.830 -3.078 -0.409
S -7.352 -1.764 -1.548
O -6.153 -2.238 -2.299
C -6.777 -0.620 -0.284
H -8.190 -3.925 -0.993
H -6.969 -3.385 0.185
H -8.630 -2.722 0.242
H -5.982 -1.082 0.302
H -7.608 -0.342 0.365
H -6.391 0.271 -0.776
C 5.265 -2.075 -0.602
S 4.453 -3.157 -1.794
O 2.996 -2.831 -1.772
C 4.677 -4.677 -0.854
H 5.208 -1.052 -0.972
H 4.761 -2.142 0.363
H 6.312 -2.366 -0.501
H 4.210 -4.579 0.127
H 5.742 -4.884 -0.745
H 4.205 -5.492 -1.401
```



Entry 5:
C21H28N2O3 in the gas phase, computed with the ωB97M-V functional and the def2-TZVPD basis.

SMILES string   CCCCN(CCCNC(=O)c1c(C)cc(=O)oc1C)c1ccccc1
Charge   0
Orbital gap   8.215 eV
Calculated total energy   -31354.839 eV
Energy above the lowest of the compared OMol25 structures with the same formula, charge and spin   43.7 kcal per mole

The geometry in XYZ format:
```
54
C21H28N2O3 (the ωB97M-V functional and the def2-TZVPD basis)
C 3.728 -4.770 1.308
C 3.526 -3.746 0.198
C 4.464 -2.553 0.358
C 4.212 -1.439 -0.668
N 2.900 -0.842 -0.583
C 2.666 0.015 0.556
C 1.742 -0.630 1.604
C 1.103 0.398 2.542
N 0.049 1.138 1.885
C -1.252 0.769 1.990
O -1.643 -0.067 2.775
C -2.154 1.496 1.038
C -2.924 0.738 0.087
C -2.816 -0.748 0.075
C -3.722 1.412 -0.778
C -3.835 2.846 -0.766
O -4.499 3.527 -1.505
O -3.098 3.497 0.213
C -2.299 2.847 1.067
C -1.631 3.767 2.039
C 1.897 -1.082 -1.499
C 1.992 -2.098 -2.461
C 0.994 -2.306 -3.392
C -0.144 -1.517 -3.408
C -0.262 -0.516 -2.462
C 0.727 -0.307 -1.521
H 3.524 -4.327 2.281
H 3.061 -5.617 1.172
H 4.753 -5.136 1.309
H 2.491 -3.397 0.209
H 3.706 -4.224 -0.767
H 4.356 -2.145 1.365
H 5.499 -2.886 0.250
H 4.370 -1.821 -1.675
H 4.956 -0.647 -0.506
H 2.246 0.970 0.220
H 3.631 0.239 1.015
H 0.944 -1.173 1.094
H 2.305 -1.351 2.196
H 1.855 1.098 2.918
H 0.634 -0.115 3.384
H 0.310 1.790 1.162
H -1.811 -1.050 -0.220
H -3.530 -1.181 -0.620
H -2.995 -1.137 1.076
H -4.318 0.900 -1.516
H -1.238 3.220 2.889
H -2.354 4.505 2.379
H -0.821 4.308 1.549
H 2.848 -2.751 -2.488
H 1.108 -3.102 -4.113
H -0.920 -1.681 -4.138
H -1.137 0.120 -2.454
H 0.577 0.488 -0.810
```



Entry 6:
C21H28N2O3S in the gas phase, computed with the ωB97M-V functional and the def2-TZVPD basis.

SMILES string   Cc1ccc(CNC(=O)CCc2ccc(S(=O)(=O)NCC(C)C)cc2)cc1
Charge   0
Orbital gap   9.662 eV
Calculated total energy   -42190.414 eV
Energy above the lowest of the compared OMol25 structures with the same formula, charge and spin   21.6 kcal per mole

The geometry in XYZ format:
```
55
C21H28N2O3S (the ωB97M-V functional and the def2-TZVPD basis)
C -3.496 -3.553 -0.465
C -2.126 -3.077 -0.092
C -1.062 -3.224 -0.973
C 0.214 -2.825 -0.622
C 0.462 -2.255 0.620
C 1.846 -1.836 1.020
N 2.596 -1.301 -0.097
C 3.949 -1.252 -0.084
O 4.618 -1.804 0.763
C 4.554 -0.441 -1.222
C 4.629 1.047 -0.820
C 3.253 1.535 -0.478
C 2.343 1.822 -1.493
C 1.016 2.072 -1.195
C 0.601 2.037 0.122
S -1.148 2.142 0.457
O -1.341 2.174 1.881
O -1.735 3.164 -0.356
N -1.591 0.648 -0.149
C -2.724 0.543 -1.041
C -4.065 0.328 -0.328
C -4.420 1.531 0.540
C -5.159 0.059 -1.358
C 1.497 1.815 1.148
C 2.826 1.570 0.846
C -0.602 -2.093 1.499
C -1.876 -2.506 1.150
H -3.694 -3.376 -1.520
H -4.261 -3.056 0.126
H -3.576 -4.626 -0.287
H -1.234 -3.667 -1.944
H 1.032 -2.969 -1.314
H 2.416 -2.691 1.401
H 1.787 -1.092 1.827
H 2.081 -0.727 -0.747
H 5.561 -0.813 -1.410
H 3.953 -0.553 -2.125
H 5.046 1.617 -1.653
H 5.293 1.147 0.039
H 2.676 1.827 -2.521
H 0.289 2.279 -1.964
H -1.583 -0.056 0.575
H -2.530 -0.286 -1.731
H -2.749 1.479 -1.603
H -3.962 -0.554 0.315
H -4.523 2.422 -0.076
H -5.357 1.358 1.064
H -3.643 1.723 1.275
H -6.110 -0.120 -0.863
H -4.916 -0.812 -1.962
H -5.272 0.916 -2.018
H 1.134 1.822 2.163
H 3.533 1.370 1.637
H -0.430 -1.649 2.469
H -2.686 -2.387 1.856
```



Entry 7:
C21H28N4O3 in the gas phase, computed with the ωB97M-V functional and the def2-TZVPD basis.

SMILES string   CCOc1cc(C)nc(N2CCC(C(=O)Nc3ccccc3OCC)CC2)n1
Charge   0
Orbital gap   8.748 eV
Calculated total energy   -34335.702 eV
Energy above the lowest of the compared OMol25 structures with the same formula, charge and spin   30.9 kcal per mole

The geometry in XYZ format:
```
56
C21H28N4O3 (the ωB97M-V functional and the def2-TZVPD basis)
C -5.810 -2.646 -0.483
C -5.716 -1.624 -1.609
O -5.855 -0.291 -1.138
C -4.799 0.259 -0.523
C -4.923 1.567 -0.046
C -3.807 2.108 0.570
C -3.817 3.498 1.125
N -2.676 1.423 0.696
C -2.657 0.179 0.213
N -1.518 -0.525 0.341
C -0.372 0.032 1.019
C 0.352 -1.054 1.812
C 0.805 -2.235 0.930
C 2.310 -2.246 0.660
O 2.990 -3.233 0.835
N 2.769 -1.056 0.198
C 4.063 -0.673 -0.157
C 5.164 -1.511 -0.091
C 6.413 -1.043 -0.463
C 6.564 0.258 -0.900
C 5.470 1.109 -0.970
C 4.215 0.656 -0.602
O 3.050 1.387 -0.649
C 3.104 2.779 -0.889
C 3.609 3.563 0.317
C 0.039 -2.237 -0.402
C -1.422 -1.877 -0.165
N -3.682 -0.437 -0.393
H -6.746 -2.524 0.057
H -4.981 -2.507 0.206
H -5.766 -3.650 -0.896
H -6.537 -1.752 -2.319
H -4.757 -1.725 -2.128
H -5.845 2.108 -0.163
H -4.556 3.575 1.920
H -2.836 3.741 1.521
H -4.083 4.210 0.346
H -0.738 0.816 1.685
H 0.298 0.512 0.291
H 1.206 -0.616 2.332
H -0.336 -1.425 2.574
H 0.592 -3.172 1.452
H 2.103 -0.302 0.095
H 5.029 -2.523 0.252
H 7.267 -1.700 -0.408
H 7.536 0.627 -1.191
H 5.614 2.119 -1.319
H 2.067 3.053 -1.105
H 3.707 2.995 -1.778
H 4.626 3.272 0.570
H 3.591 4.627 0.095
H 2.972 3.372 1.178
H 0.476 -1.520 -1.099
H 0.103 -3.224 -0.860
H -1.869 -2.582 0.549
H -1.997 -1.934 -1.092
```



Entry 8:
C21H28N4O3 in the gas phase at a distorted geometry, computed with the ωB97M-V functional and the def2-TZVPD basis.

SMILES string   O=C(CCc1nnc(C2CCCCC2)o1)N1CCC(Oc2cccnc2)CC1
Charge   0
Orbital gap   9.554 eV
Calculated total energy   -34334.907 eV
Energy above the lowest of the compared OMol25 structures with the same formula, charge and spin   49.3 kcal per mole

The geometry in XYZ format:
```
56
C21H28N4O3 (the ωB97M-V functional and the def2-TZVPD basis)
O -1.836 -2.121 2.068
C -2.147 -1.616 1.006
C -3.231 -2.257 0.150
C -2.616 -3.412 -0.662
C -1.511 -2.913 -1.513
N -1.598 -2.253 -2.620
N -0.338 -1.945 -2.999
C 0.458 -2.433 -2.107
C 1.936 -2.339 -2.063
C 2.360 -1.416 -0.912
C 3.880 -1.319 -0.841
C 4.498 -2.703 -0.666
C 4.078 -3.620 -1.810
C 2.558 -3.727 -1.878
O -0.226 -3.065 -1.126
N -1.502 -0.523 0.529
C -1.809 0.263 -0.644
C -2.403 1.612 -0.236
C -1.423 2.360 0.671
O -2.067 3.558 1.073
C -1.339 4.584 1.582
C -2.063 5.707 1.992
C -1.387 6.795 2.506
C -0.003 6.733 2.593
N 0.690 5.679 2.207
C 0.048 4.632 1.718
C -1.069 1.475 1.871
C -0.530 0.131 1.386
H -3.728 -1.553 -0.513
H -3.967 -2.677 0.836
H -2.215 -4.159 0.024
H -3.381 -3.862 -1.295
H 2.259 -1.907 -3.015
H 1.971 -1.816 0.027
H 1.930 -0.423 -1.068
H 4.166 -0.674 -0.008
H 4.256 -0.867 -1.761
H 4.166 -3.130 0.283
H 5.586 -2.621 -0.634
H 4.508 -4.613 -1.669
H 4.456 -3.221 -2.754
H 2.179 -4.166 -0.953
H 2.264 -4.373 -2.708
H -2.483 -0.263 -1.316
H -0.873 0.432 -1.193
H -2.616 2.210 -1.122
H -3.336 1.461 0.309
H -0.516 2.596 0.096
H -3.138 5.696 1.896
H -1.923 7.673 2.831
H 0.577 7.556 2.987
H 0.688 3.811 1.426
H -0.329 1.964 2.506
H -1.972 1.314 2.463
H -0.334 -0.531 2.231
H 0.396 0.280 0.820
```